Entry 1:
A 7-piece molecular cluster, C21H57O22P5 overall in a non-equilibrium geometry. Source: OMol25; level of theory: wB97M-V/def2-TZVPD.

Structure (XYZ):
```
105
Properties=species:S:1:pos:R:3
C -41.056 -47.140 23.688
O -41.346 -45.819 23.849
P -40.272 -44.580 23.558
O -39.012 -44.827 24.162
O -40.214 -44.633 21.962
C -39.067 -45.123 21.346
O -40.802 -43.144 23.956
C -41.684 -43.002 25.036
H -40.311 -47.516 24.338
H -40.827 -47.263 22.658
H -41.951 -47.824 23.736
H -39.157 -44.780 20.381
H -39.077 -46.204 21.136
H -38.042 -44.798 21.867
H -41.959 -41.959 25.191
H -41.188 -43.637 25.950
H -42.665 -43.514 24.834
C -34.509 -47.200 18.523
O -35.520 -48.139 18.869
P -36.753 -47.933 19.976
O -36.524 -46.815 20.851
O -37.886 -47.584 18.957
C -37.995 -48.125 17.649
O -37.490 -49.207 20.750
C -38.306 -49.099 22.004
H -34.126 -47.470 17.483
H -33.704 -46.980 19.152
H -34.996 -46.277 18.271
H -38.914 -48.022 17.074
H -37.829 -49.372 17.653
H -37.176 -47.728 16.927
H -37.839 -48.216 22.507
H -37.972 -50.092 22.558
H -39.463 -48.953 21.860
C -36.525 -42.097 21.515
O -35.980 -43.402 21.375
P -34.526 -43.854 21.750
O -33.626 -42.604 21.912
O -34.575 -44.734 23.040
C -35.821 -45.006 23.699
O -33.977 -44.736 20.527
C -32.900 -44.179 19.719
H -35.927 -41.420 20.959
H -36.300 -41.695 22.416
H -37.436 -41.705 21.476
H -36.299 -43.945 23.755
H -35.641 -45.249 24.470
H -36.216 -45.708 23.211
H -32.773 -44.693 18.726
H -32.054 -43.696 20.261
H -33.283 -43.271 19.270
C -27.570 -48.939 20.366
O -28.762 -48.494 21.246
P -28.872 -47.029 21.784
O -28.915 -47.151 23.220
O -27.713 -46.140 21.263
C -27.088 -45.194 22.156
O -30.283 -46.358 21.286
C -31.463 -47.208 21.361
H -26.857 -48.571 20.771
H -27.877 -48.593 19.294
H -27.667 -50.067 20.075
H -26.377 -45.852 23.036
H -27.955 -44.609 22.553
H -26.432 -44.565 21.651
H -31.600 -47.888 20.632
H -32.211 -46.607 21.024
H -31.707 -47.642 22.412
C -35.646 -52.225 22.770
O -34.631 -51.683 21.956
P -34.064 -50.214 22.361
O -34.733 -49.248 21.548
O -34.235 -49.620 23.809
C -34.565 -48.254 23.993
O -32.487 -50.224 21.999
C -32.151 -50.625 20.712
H -35.557 -53.346 23.004
H -36.660 -52.104 22.253
H -35.777 -51.881 23.786
H -35.463 -47.992 23.649
H -33.994 -47.533 23.551
H -34.413 -48.081 25.041
H -31.904 -51.718 20.886
H -31.131 -50.242 20.403
H -32.774 -50.441 19.725
C -33.903 -53.193 19.081
C -35.243 -52.852 18.544
C -35.615 -51.332 18.569
O -36.070 -53.665 18.196
H -33.616 -54.276 18.784
H -33.981 -53.080 20.070
H -33.197 -52.461 18.778
H -34.895 -50.730 18.244
H -35.811 -50.909 19.561
H -36.624 -51.238 18.062
C -38.155 -44.093 17.703
C -36.966 -43.498 16.896
C -36.735 -42.049 17.216
O -36.402 -44.144 16.077
H -38.301 -45.051 17.570
H -39.297 -43.742 17.662
H -37.924 -43.873 18.685
H -37.426 -41.469 16.470
H -35.852 -41.636 16.854
H -36.793 -41.680 18.045
```

* multiplicity: 1
* ΔE to the lowest compared entry with this formula, charge and spin: 90.6 kcal per mole

***

Entry 2:
C21H58AsF6O18S8 as an isolated structure in a non-equilibrium geometry. Source: OMol25; level of theory: wB97M-V/def2-TZVPD.

Structure (XYZ):
```
112
Properties=species:S:1:pos:R:3
As -25.437 -20.210 4.020
F -23.956 -19.638 4.886
F -26.250 -18.728 4.223
F -26.946 -20.839 3.183
F -24.685 -21.885 3.682
F -26.171 -20.664 5.571
F -24.593 -19.587 2.551
O -26.424 -19.717 9.295
S -25.134 -20.356 9.363
O -24.408 -20.373 10.608
O -25.311 -21.926 8.878
C -24.255 -22.871 9.263
C -24.561 -24.275 8.860
C -24.141 -19.724 8.033
H -23.809 -22.603 10.221
H -23.422 -22.600 8.614
H -25.433 -24.482 9.481
H -23.927 -25.082 9.228
H -25.017 -24.285 7.871
H -24.770 -19.569 7.156
H -23.351 -20.425 7.764
H -23.824 -18.729 8.346
O -30.325 -26.128 2.098
S -29.186 -25.381 2.799
O -29.107 -25.324 4.273
O -27.843 -25.916 2.111
C -26.711 -26.159 2.905
C -25.753 -25.041 3.309
C -29.092 -23.648 2.188
H -26.078 -26.749 2.242
H -26.883 -26.948 3.637
H -26.315 -24.261 3.823
H -25.239 -24.484 2.525
H -24.962 -25.460 3.930
H -28.486 -23.020 2.841
H -30.140 -23.381 2.055
H -28.597 -23.831 1.234
O -20.497 -23.021 -0.396
S -21.498 -23.318 0.634
O -21.981 -24.708 0.778
O -21.188 -22.591 2.177
C -20.112 -21.607 2.220
C -20.570 -20.501 3.127
C -22.979 -22.337 0.313
H -20.125 -21.250 1.190
H -19.127 -22.068 2.299
H -21.086 -20.815 4.035
H -21.314 -20.007 2.501
H -19.744 -19.836 3.380
H -22.688 -21.287 0.300
H -23.791 -22.579 0.999
H -23.314 -22.594 -0.692
O -20.805 -15.249 6.888
S -21.925 -16.179 6.606
O -23.089 -16.332 7.476
O -22.422 -15.768 5.146
C -23.525 -16.516 4.606
C -24.664 -15.572 4.090
C -21.190 -17.766 6.203
H -23.871 -17.206 5.375
H -23.165 -17.128 3.779
H -25.182 -15.045 4.891
H -25.424 -16.153 3.567
H -24.324 -14.782 3.420
H -21.830 -18.614 6.446
H -20.395 -17.875 6.941
H -20.923 -17.781 5.146
O -21.820 -26.314 5.165
S -22.504 -25.247 5.974
O -23.906 -25.438 6.264
O -21.828 -25.015 7.511
C -20.476 -24.552 7.553
C -19.993 -24.830 8.987
C -22.153 -23.586 5.174
H -20.193 -23.566 7.185
H -19.903 -25.174 6.866
H -20.053 -25.893 9.222
H -20.611 -24.449 9.799
H -18.960 -24.498 9.093
H -21.080 -23.404 5.114
H -22.713 -22.817 5.706
H -22.497 -23.677 4.144
C -28.775 -17.144 3.229
S -28.795 -17.206 1.498
O -30.131 -16.752 0.935
C -27.508 -16.071 0.844
H -29.091 -16.177 3.620
H -27.761 -17.355 3.570
H -29.351 -17.955 3.674
H -26.567 -16.521 1.161
H -27.609 -15.044 1.195
H -27.483 -15.962 -0.240
C -22.031 -14.563 1.183
S -23.706 -14.989 0.556
O -23.632 -14.471 -0.888
C -23.456 -16.853 0.407
H -21.959 -13.498 1.404
H -21.196 -14.933 0.589
H -21.872 -15.106 2.114
H -24.456 -17.251 0.234
H -23.240 -17.263 1.393
H -22.826 -17.149 -0.432
C -26.737 -20.379 0.105
S -26.258 -20.307 -1.664
O -24.822 -19.652 -1.560
C -26.214 -22.123 -1.963
H -25.969 -20.828 0.735
H -27.680 -20.922 0.162
H -26.944 -19.399 0.536
H -26.015 -22.624 -1.016
H -25.443 -22.519 -2.624
H -27.200 -22.286 -2.399
```

* multiplicity: 1
* ΔE to the lowest compared entry with this formula, charge and spin: 102.6 kcal per mole
* net charge: -1

***

Entry 3:
A 9-piece molecular cluster, C21H58N16O11 overall in a non-equilibrium geometry. Source: OMol25; level of theory: wB97M-V/def2-TZVPD.

Structure (XYZ):
```
106
Properties=species:S:1:pos:R:3
C 3.721 -3.724 0.906
O 4.407 -3.160 -0.267
C 4.033 -1.756 -0.508
C 2.932 -1.611 -1.755
C 1.620 -0.791 -1.143
C 1.866 0.822 -1.005
C 0.494 1.682 -0.613
C 0.154 1.454 0.964
C -1.195 0.610 1.312
C -1.767 -0.368 0.137
C -3.075 -1.269 0.662
C -3.112 -2.611 -0.307
C -4.635 -2.916 -0.923
O -5.606 -3.301 0.119
C -6.936 -2.889 -0.397
O -7.675 -3.653 -1.215
H 4.460 -4.518 1.385
H 2.733 -4.320 0.649
H 3.472 -2.936 1.736
H 4.991 -1.145 -0.852
H 3.595 -1.197 0.428
H 2.657 -2.729 -2.043
H 3.413 -1.092 -2.689
H 0.672 -1.046 -1.784
H 1.452 -1.254 -0.057
H 2.217 1.253 -2.044
H 2.733 1.082 -0.229
H -0.388 1.524 -1.362
H 0.819 2.824 -0.732
H 1.075 0.979 1.548
H 0.017 2.535 1.452
H -0.927 -0.095 2.238
H -2.045 1.333 1.731
H -2.215 0.319 -0.730
H -1.011 -1.147 -0.296
H -2.876 -1.664 1.759
H -4.084 -0.659 0.627
H -2.421 -2.504 -1.274
H -2.699 -3.550 0.302
H -4.582 -3.697 -1.817
H -4.999 -1.903 -1.408
H -7.373 -1.848 -0.016
N -4.092 0.638 4.563
C -2.933 0.985 5.151
N -3.016 2.058 5.959
O -1.891 0.377 4.966
H -4.961 1.126 4.703
H -4.074 -0.164 3.947
H -2.166 2.353 6.421
H -3.865 2.572 6.124
N -2.025 -2.259 -4.591
C -1.087 -1.337 -4.309
N 0.167 -1.697 -4.640
O -1.351 -0.262 -3.795
H -1.827 -3.150 -5.014
H -2.982 -2.028 -4.358
H 0.903 -1.032 -4.444
H 0.404 -2.578 -5.063
N 4.594 3.106 -2.816
C 5.201 2.755 -1.667
N 6.158 3.607 -1.258
O 4.907 1.745 -1.048
H 4.822 3.934 -3.340
H 3.867 2.492 -3.159
H 6.639 3.380 -0.398
H 6.414 4.444 -1.755
N 4.522 7.993 -1.812
C 5.342 7.348 -0.963
N 5.272 7.773 0.312
O 6.089 6.451 -1.320
H 3.900 8.734 -1.537
H 4.543 7.704 -2.782
H 5.873 7.313 0.983
H 4.663 8.510 0.625
N 6.694 -2.224 1.286
C 7.301 -2.575 2.435
N 8.258 -1.723 2.844
O 7.007 -3.585 3.054
H 6.922 -1.396 0.762
H 5.967 -2.838 0.943
H 8.739 -1.950 3.704
H 8.514 -0.887 2.347
N 4.773 -3.920 -5.549
C 3.730 -4.264 -4.771
N 3.799 -5.507 -4.263
O 2.798 -3.509 -4.545
H 5.549 -4.528 -5.747
H 4.761 -2.993 -5.952
H 3.034 -5.806 -3.672
H 4.558 -6.144 -4.438
N -9.092 0.311 -2.616
C -9.699 -0.704 -3.256
N -9.393 -1.925 -2.783
O -10.466 -0.531 -4.191
H -8.458 0.189 -1.845
H -9.295 1.248 -2.941
H -9.829 -2.718 -3.237
H -8.765 -2.088 -2.015
N -5.646 4.291 8.513
C -6.347 3.240 8.050
N -6.538 2.257 8.949
O -6.776 3.183 6.909
H -5.285 4.356 9.450
H -5.480 5.053 7.869
H -7.061 1.448 8.641
H -6.193 2.286 9.893
```

* multiplicity: 1

***

Entry 4:
C21H58N5O17SZn as an isolated structure in a non-equilibrium geometry. Source: OMol25; level of theory: wB97M-V/def2-TZVPD.

Structure (XYZ):
```
103
Properties=species:S:1:pos:R:3
C -0.376 3.531 -1.523
N 0.392 4.551 -0.660
C 1.877 4.130 -0.696
C 0.306 5.925 -1.258
C -0.118 4.618 0.802
C -1.496 5.304 0.989
O -2.589 4.568 0.431
H -0.277 2.562 -1.038
H 0.140 3.572 -2.481
H -1.340 4.022 -1.631
H 2.428 4.926 -0.199
H 2.304 3.905 -1.672
H 2.000 3.182 -0.169
H -0.714 6.229 -1.492
H 0.885 5.948 -2.179
H 0.624 6.662 -0.521
H 0.627 5.248 1.287
H -0.089 3.568 1.091
H -1.559 6.293 0.535
H -1.746 5.494 2.034
H -2.733 3.847 1.050
Zn -1.840 0.319 1.511
S 0.355 -0.162 0.136
O 0.421 -0.211 -1.319
O -0.186 1.124 0.618
O -0.707 -1.024 0.719
O 1.616 -0.473 0.713
C 2.234 0.968 3.651
C 2.418 2.041 2.608
O 3.088 1.545 1.472
O 1.428 1.320 4.727
H 3.232 0.770 4.048
H 1.944 0.039 3.157
H 2.974 2.885 3.016
H 1.421 2.418 2.348
H 2.577 0.799 1.105
H 0.519 1.139 4.477
C 0.492 0.539 -4.643
C 1.869 1.146 -4.218
O 2.495 0.329 -3.226
O -0.512 0.803 -3.605
H 0.555 -0.522 -4.872
H 0.187 1.164 -5.482
H 1.878 2.201 -3.936
H 2.486 1.121 -5.119
H 1.851 0.252 -2.516
H -0.297 0.336 -2.781
C -0.194 -3.494 3.338
C 0.826 -2.905 4.345
O 2.102 -3.456 4.226
O 0.291 -3.424 2.037
H -1.154 -2.980 3.452
H -0.375 -4.515 3.677
H 0.590 -2.900 5.410
H 0.923 -1.829 4.147
H 2.556 -3.143 3.434
H 0.171 -2.509 1.762
C 5.081 -1.552 0.304
C 4.779 -1.410 1.792
O 3.459 -1.969 2.091
O 6.472 -1.233 0.178
H 4.429 -0.917 -0.298
H 4.918 -2.606 0.068
H 4.784 -0.357 2.073
H 5.505 -1.997 2.350
H 2.802 -1.438 1.625
H 6.654 -1.175 -0.764
O -2.735 -0.005 -0.552
C -3.146 0.524 -1.613
N -3.241 1.844 -1.659
C -3.395 -0.313 -2.846
H -3.028 2.303 -0.788
H -3.637 2.312 -2.459
H -2.820 -1.230 -2.728
H -2.935 0.205 -3.688
H -4.453 -0.516 -2.998
O -3.557 -3.430 -1.839
C -2.724 -3.986 -1.153
N -1.846 -3.285 -0.388
C -2.677 -5.507 -1.055
H -1.121 -3.794 0.094
H -1.857 -2.278 -0.391
H -1.763 -5.751 -0.512
H -2.591 -5.951 -2.045
H -3.495 -5.992 -0.524
O -3.488 -0.772 1.791
C -4.699 -1.006 1.809
N -5.435 -0.533 2.800
C -5.356 -1.692 0.641
H -4.949 -0.052 3.541
H -6.417 -0.754 2.843
H -6.445 -1.730 0.644
H -4.957 -2.682 0.424
H -5.113 -1.033 -0.194
O 1.006 -4.797 -2.568
C 1.211 -3.603 -2.339
N 0.684 -2.608 -3.020
C 1.954 -3.211 -1.068
H 0.179 -2.757 -3.879
H 0.666 -1.700 -2.583
H 2.654 -4.005 -0.811
H 1.364 -3.075 -0.163
H 2.500 -2.285 -1.258
```

* multiplicity: 1
* net charge: +1

***

| no. | orbital gap (eV) |
| --- | --- |
| 1 | 9.9 |
| 2 | 8.3 |
| 3 | 8.9 |
| 4 | 5.5 |